{
  "formula": "C7H11INOS",
  "method": "the ωB97M-V functional and the def2-TZVPD basis",
  "energy_ha": -1098.75653,
  "total_charge": 1,
  "de_lowest_ev": 1.939,
  "e_lumo_ha": [-0.1585, -0.1479],
  "gap_ev": [7.0, 7.8],
  "elements": ["C", "C", "C", "C", "C", "C", "C", "N", "O", "S", "I", "H", "H", "H", "H", "H", "H", "H", "H", "H", "H", "H"],
  "coordinates": [[-1.9443, 0.6156, -0.9785], [-2.7386, 0.0253, -0.0874], [-0.6696, -0.1947, -1.1498], [-2.1442, -1.3101, 0.3924], [-0.7061, -1.1558, 0.0819], [1.3303, -0.0801, 1.1349], [2.5000, 1.8848, 0.0269], [-0.1652, -0.3327, 1.2148], [1.6221, 1.2145, 0.7075], [2.1337, 3.6039, -0.0246], [-4.7447, 0.5845, 0.1553], [-1.9967, 1.4693, -1.6995], [-0.6694, -0.7078, -2.0158], [0.3017, 0.4570, -1.3612], [-2.4632, -1.4023, 1.3803], [-2.7799, -1.9583, -0.0816], [-0.2251, -2.0512, 0.0480], [1.8765, -0.7392, 0.5142], [3.3201, 1.2712, -0.5228], [-0.4983, 0.6577, 1.1934], [-0.3808, -0.8075, 2.0764], [2.9111, 3.8624, -1.1019]]
}

{
  "formula": "C7H11N",
  "method": "the ωB97M-V functional and the def2-TZVPD basis",
  "energy_ha": -328.07380,
  "smiles": "CCc1c[nH]c(C)c1",
  "de_lowest_ev": 0.386,
  "e_lumo_ha": 0.0385,
  "gap_ev": 8.8,
  "elements": ["C", "C", "C", "C", "N", "C", "C", "C", "H", "H", "H", "H", "H", "H", "H", "H", "H", "H", "H"],
  "coordinates": [[-2.3400, -2.0668, -0.4541], [-1.0519, -1.5691, -1.1306], [-0.2465, -0.6047, -0.3126], [0.0799, -0.5907, 1.0159], [0.8399, 0.5146, 1.2708], [0.9936, 1.2645, 0.1280], [1.5435, 2.6471, 0.1216], [0.3199, 0.5869, -0.8584], [-2.2253, -3.0659, -0.0355], [-2.6751, -1.4023, 0.3419], [-3.1664, -2.0967, -1.1578], [-1.2360, -1.1635, -2.1188], [-0.4256, -2.4471, -1.3084], [-0.1647, -1.2978, 1.7928], [1.0619, 0.8878, 2.1803], [2.0193, 2.8908, 1.0756], [2.2967, 2.8249, -0.6479], [0.7644, 3.3937, -0.0287], [0.3020, 0.9056, -1.9014]]
}

{
  "formula": "C7H11N",
  "method": "the ωB97M-V functional and the def2-TZVPD basis",
  "energy_ha": -327.97643,
  "smiles": "CC(C)=C(C)CC#N",
  "de_lowest_ev": 3.035,
  "e_lumo_ha": 0.0288,
  "gap_ev": 10.2,
  "elements": ["C", "C", "C", "C", "C", "C", "C", "N", "H", "H", "H", "H", "H", "H", "H", "H", "H", "H", "H"],
  "coordinates": [[1.4311, -1.6541, -0.1779], [1.1708, -0.2743, -0.1476], [2.3438, 0.3447, 0.6135], [0.1343, 0.5013, -0.4124], [-0.1307, 2.0504, -0.0111], [-1.1938, -0.0752, -1.0319], [-2.1468, -0.4991, 0.0738], [-2.7042, -0.6172, 1.1042], [1.6484, -1.9907, 0.8877], [2.2191, -1.8772, -0.9135], [0.5635, -2.4527, -0.4126], [3.2119, -0.2858, 0.3642], [2.2675, 0.4829, 1.7606], [2.5604, 1.3837, -0.0352], [0.1548, 2.7253, -0.8118], [-1.2466, 2.0567, 0.2163], [0.5015, 2.2595, 1.0419], [-1.6098, 0.6309, -1.7445], [-0.9932, -0.9745, -1.5214]]
}

{
  "formula": "C7H11N",
  "method": "the ωB97M-V functional and the def2-TZVPD basis",
  "energy_ha": -327.90818,
  "de_lowest_ev": 4.892,
  "e_lumo_ha": [0.0343, 0.0343],
  "gap_ev": [7.6, 7.6],
  "elements": ["C", "C", "C", "C", "C", "C", "C", "N", "H", "H", "H", "H", "H", "H", "H", "H", "H", "H", "H"],
  "coordinates": [[1.3932, 1.1051, -1.2094], [1.7051, -1.2616, -0.1944], [-1.2516, 0.9973, 0.0594], [0.9175, -0.0045, -0.3332], [-0.9712, -0.8727, 0.9996], [-1.6025, 2.1458, 0.5966], [-1.7448, -1.7995, 0.4313], [-0.2207, 0.1518, 0.2982], [-0.7234, -0.8944, 2.0578], [2.1621, 1.7052, -0.7180], [1.8324, 0.7024, -2.1231], [2.1383, -1.5522, -1.1537], [2.5292, -1.1318, 0.5107], [1.0829, -2.0822, 0.1690], [0.5619, 1.7617, -1.4660], [-1.0337, 2.6484, 1.3821], [-2.5005, 2.6486, 0.2682], [-2.0094, -1.7456, -0.6127], [-2.2646, -2.5216, 1.0374]]
}

{
  "formula": "C7H11N",
  "method": "the ωB97M-V functional and the def2-TZVPD basis",
  "energy_ha": -327.96823,
  "smiles": "C=CC[C@@H]1C[C@H]2CN12",
  "de_lowest_ev": 3.259,
  "e_lumo_ha": 0.0442,
  "gap_ev": 10.2,
  "elements": ["C", "C", "C", "C", "C", "C", "C", "N", "H", "H", "H", "H", "H", "H", "H", "H", "H", "H", "H"],
  "coordinates": [[-1.7359, 1.9831, 1.2119], [-1.0702, 1.4233, 0.1511], [-1.4652, 0.0630, -0.3452], [-0.2622, -0.8458, -0.4238], [0.6826, -0.8851, 0.8141], [1.6798, -0.2124, -0.0789], [2.0155, -1.0500, -1.2534], [0.8112, -0.1993, -1.1896], [-2.5493, 1.4247, 1.6973], [-1.5031, 2.9932, 1.5628], [-0.1831, 1.9281, -0.3009], [-2.2213, -0.3656, 0.3087], [-1.8344, 0.0659, -1.3874], [-0.5348, -1.8433, -0.7430], [0.9705, -1.8875, 1.1977], [0.3420, -0.3612, 1.7121], [2.2346, 0.7093, 0.2084], [2.7229, -0.8062, -2.0559], [1.9004, -2.1342, -1.0862]]
}

{
  "formula": "C7H11N",
  "method": "the ωB97M-V functional and the def2-TZVPD basis",
  "energy_ha": -327.81707,
  "de_lowest_ev": 7.372,
  "e_lumo_ha": -0.0715,
  "gap_ev": 3.7,
  "elements": ["C", "C", "N", "C", "C", "C", "C", "C", "H", "H", "H", "H", "H", "H", "H", "H", "H", "H", "H"],
  "coordinates": [[0.1424, 1.1233, 0.2713], [1.5352, 1.8141, 0.4401], [1.3978, 3.3154, 0.6675], [-0.5649, 1.0850, -1.1438], [-0.0650, -0.2387, -0.5692], [-1.0632, -1.2879, -0.3328], [-0.5795, -2.4725, 0.2793], [-1.0882, -3.7359, 0.5846], [-0.5507, 1.3251, 1.0829], [2.2500, 1.3631, 1.1216], [2.2763, 3.7776, 0.7315], [1.0011, 3.7100, -0.2434], [-1.5781, 1.2679, -1.1196], [0.0086, 1.5429, -1.9795], [0.9138, -0.5306, -0.8518], [-2.0667, -1.0623, -0.7191], [0.4723, -2.3913, 0.5630], [-2.0033, -4.1466, 0.1735], [-0.4377, -4.4586, 1.0438]]
}

{
  "formula": "C7H11N",
  "method": "the ωB97M-V functional and the def2-TZVPD basis",
  "energy_ha": -327.70163,
  "de_lowest_ev": 10.513,
  "e_lumo_ha": 0.0303,
  "gap_ev": 8.8,
  "elements": ["C", "C", "C", "C", "C", "C", "C", "H", "H", "H", "H", "H", "H", "H", "H", "H", "H", "H", "N"],
  "coordinates": [[0.7512, -1.8975, -0.2505], [-0.0763, -0.6160, -0.6058], [0.9466, 0.3916, -1.0523], [0.8982, 1.2356, 0.1129], [-0.6008, 1.4589, -0.1237], [-0.8770, 0.1132, 0.4628], [-1.7370, -0.2543, 1.3931], [-0.2205, -2.3130, 0.4717], [0.3350, -2.6371, -1.3323], [1.9746, -2.0288, 0.1750], [-0.9709, -0.9121, -1.2675], [1.9367, -0.1479, -1.6353], [0.6160, 0.7255, -2.0748], [1.2498, 0.8677, 1.1348], [0.4027, 2.6185, 1.3096], [-0.6352, 1.4965, -1.2386], [-2.2965, 0.6046, 2.0510], [-1.9842, -1.1913, 2.1087], [0.2878, 2.4859, 0.3614]]
}

{
  "formula": "C7H11N",
  "method": "the ωB97M-V functional and the def2-TZVPD basis",
  "energy_ha": -327.80213,
  "smiles": "C[C@]12C=C[C@](C)(C1)N2",
  "de_lowest_ev": 7.778,
  "e_lumo_ha": 0.0283,
  "gap_ev": 9.8,
  "elements": ["C", "C", "C", "C", "C", "C", "C", "N", "H", "H", "H", "H", "H", "H", "H", "H", "H", "H", "H"],
  "coordinates": [[-0.8833, -2.0195, -0.8858], [-0.1021, -0.8095, -0.7312], [0.5353, 0.1331, -1.7241], [0.5642, 1.3624, -1.0457], [0.0543, 0.9170, 0.3742], [-0.1365, 1.9798, 1.5264], [0.7780, -0.4678, 0.5569], [-1.2033, -0.0140, -0.0616], [-0.4584, -2.9689, -1.6190], [-1.1515, -2.5407, -0.1100], [-2.0414, -1.7315, -1.2910], [1.1941, -0.1388, -2.6522], [1.5944, 2.0810, -1.0522], [-0.7955, 2.9348, 1.5752], [1.0130, 2.1471, 1.4927], [-0.2936, 1.3500, 2.4455], [1.7880, -0.5544, 0.5529], [0.7582, -1.0644, 1.6793], [-1.2138, -0.5959, 0.9699]]
}

{
  "formula": "C7H11N",
  "method": "the ωB97M-V functional and the def2-TZVPD basis",
  "energy_ha": -327.91458,
  "smiles": "C#C/C(C)=N\\C(C)C",
  "de_lowest_ev": 4.718,
  "e_lumo_ha": 0.0165,
  "gap_ev": 9.3,
  "elements": ["C", "C", "C", "C", "N", "C", "C", "C", "H", "H", "H", "H", "H", "H", "H", "H", "H", "H", "H"],
  "coordinates": [[-0.9948, -1.7486, -1.8944], [-0.3465, -1.2114, -0.9951], [0.9043, -0.5182, -0.7517], [2.1719, -1.1357, -1.2495], [0.9096, 0.5099, -0.0002], [-0.2975, 1.0825, 0.3659], [-0.1779, 2.1085, 1.4618], [-1.3991, -0.2925, 1.0024], [-1.8818, -2.0755, -2.3807], [2.1513, -2.2164, -1.1136], [2.2744, -0.9462, -2.3184], [3.0190, -0.7104, -0.7146], [-0.8867, 1.4208, -0.4934], [0.3316, 2.9966, 1.0792], [-1.1658, 2.4099, 1.8104], [0.3958, 1.7099, 2.2990], [-0.8866, -0.4502, 1.9502], [-1.8395, -1.2578, 0.7738], [-2.2816, 0.3248, 1.1687]]
}

{
  "formula": "C7H11N2",
  "method": "the ωB97M-V functional and the def2-TZVPD basis",
  "energy_ha": -382.47028,
  "smiles": "C[N@H+]1C[C@]2(C=CC=N2)C1",
  "total_charge": 1,
  "de_lowest_ev": 4.172,
  "e_lumo_ha": -0.1295,
  "gap_ev": 10.0,
  "elements": ["C", "N", "C", "C", "C", "C", "C", "N", "C", "H", "H", "H", "H", "H", "H", "H", "H", "H", "H", "H"],
  "coordinates": [[-2.4440, 0.9668, 0.1559], [-1.6228, -0.2308, -0.1225], [-0.4830, 0.1187, -0.9976], [0.5951, -0.1259, 0.0812], [1.6725, -1.1563, -0.1697], [2.8316, -0.4866, -0.0694], [2.5848, 0.9533, 0.1010], [1.3391, 1.1771, 0.2256], [-0.7120, -0.8083, 0.8853], [-3.0111, 1.2589, -0.6956], [-3.2148, 1.0375, 1.0370], [-1.6455, 1.7321, 0.4089], [-2.2154, -1.0089, -0.5258], [-0.3846, 1.1150, -1.4006], [-0.2397, -0.5495, -1.8152], [1.4058, -2.2117, -0.0555], [3.6578, -1.1230, -0.1154], [3.2757, 1.7761, 0.2166], [-0.5979, -1.8988, 0.8079], [-0.7920, -0.5355, 2.0480]]
}

{
  "formula": "C7H11N2",
  "method": "the ωB97M-V functional and the def2-TZVPD basis",
  "energy_ha": -382.24976,
  "total_charge": 1,
  "de_lowest_ev": 5.579,
  "e_lumo_ha": [-0.0882, -0.2183],
  "multiplicity": 3,
  "gap_ev": [9.0, 8.7],
  "elements": ["C", "C", "C", "C", "C", "C", "C", "N", "N", "H", "H", "H", "H", "H", "H", "H", "H", "H", "H", "H"],
  "coordinates": [[-2.9049, 0.7516, -0.2426], [-2.1758, 0.1863, 0.8898], [-2.3261, -0.6479, -0.3565], [-0.2532, 0.7879, -0.7455], [0.2589, -1.0678, 0.3464], [2.9149, 0.0463, 0.6791], [2.2598, -0.0287, -0.6497], [0.7944, -0.0819, -0.4597], [-1.0511, -0.2725, 0.0986], [-3.9295, 0.8745, -0.2950], [-2.5133, 1.4930, -0.9838], [-2.2548, -0.2358, 1.8687], [-2.7096, -1.5860, -0.7156], [-0.2382, 1.8398, -0.5854], [0.2781, -2.0917, 0.0903], [3.9666, 0.1819, 0.6915], [2.4984, 0.9209, 1.3628], [2.5416, -0.7690, 1.2894], [2.4208, 0.7015, -1.3546], [2.4229, -1.0022, -0.9283]]
}

{
  "formula": "C7H11N2O",
  "method": "the ωB97M-V functional and the def2-TZVPD basis",
  "energy_ha": -457.74207,
  "smiles": "C/[NH+]=C/C=C\\N=C/C(C)=O",
  "total_charge": 1,
  "de_lowest_ev": 2.638,
  "e_lumo_ha": -0.1750,
  "gap_ev": 8.5,
  "elements": ["C", "N", "C", "C", "C", "N", "C", "C", "C", "O", "H", "H", "H", "H", "H", "H", "H", "H", "H", "H", "H"],
  "coordinates": [[-1.7079, 1.9061, 0.7561], [-1.0909, 0.5930, 0.7720], [-0.2037, 0.4594, 1.7125], [0.4569, -0.7147, 2.0315], [0.4859, -1.7828, 1.1967], [-0.3003, -1.8778, 0.1079], [-0.1606, -1.4218, -1.0770], [1.1237, -0.6147, -1.3573], [1.1644, 0.2154, -2.5839], [2.0120, -0.6698, -0.6190], [-2.0516, 2.0536, -0.2259], [-2.4741, 2.0975, 1.4590], [-0.8713, 2.6324, 1.0825], [-1.5212, -0.2794, 0.4659], [0.1860, 1.2522, 2.3933], [1.1519, -0.8760, 2.8372], [1.1092, -2.6693, 1.4706], [-0.8698, -1.4268, -1.8623], [1.6591, -0.5999, -3.2126], [1.6545, 1.1571, -2.3218], [0.2479, 0.5664, -3.0251]]
}